Computed, not measured: a 12-piece molecular cluster, C12H48BF4N10O11 overall in a non-equilibrium geometry, with wB97M-V/def2-TZVPD.

XYZ file:
```
86
Properties=species:S:1:pos:R:3:forces:R:3
B 0.8360 -0.3038 0.1101 -0.05 -1.00 -0.46
F -0.3837 -0.4826 -0.4799 -1.73 -0.58 -1.34
F 0.5512 0.2768 1.2965 -0.10 1.80 2.43
F 1.4650 -1.5080 0.3178 0.58 -0.87 0.15
F 1.6017 0.4978 -0.6527 1.37 1.36 -1.25
C 1.9982 -4.9218 -1.6020 -1.89 0.98 -0.10
O 0.8896 -4.8838 -2.0758 -1.75 -1.48 -1.05
N 2.7136 -5.8960 -1.1499 2.11 -5.91 1.42
N 2.6266 -3.8303 -1.3504 1.74 4.67 0.39
H 2.4469 -6.8677 -1.2187 -0.14 0.35 0.04
H 3.4965 -5.6822 -0.5486 -0.29 -0.38 -0.32
H 3.5517 -3.8332 -0.9451 -0.37 0.63 -0.46
H 2.1508 -3.0526 -1.7851 0.49 0.95 0.12
C 4.3030 -0.4012 2.2173 -0.98 -1.80 -0.12
O 4.0123 -1.5893 2.3048 0.52 -0.72 0.46
N 3.6768 0.3642 1.3600 -0.88 1.14 -1.56
N 5.1892 0.2251 2.9570 2.17 0.64 1.85
H 2.9077 -0.1332 0.9344 0.02 0.81 -0.38
H 3.8822 1.3529 1.3420 -0.75 -0.29 -0.46
H 5.7643 -0.3562 3.5497 0.02 0.49 -0.05
H 5.3847 1.2022 2.7921 0.26 -0.44 0.33
C -2.8155 1.6235 3.4436 -1.12 -0.38 -0.53
O -2.8222 0.4634 3.1329 -0.06 -2.09 -0.65
N -3.9032 2.2529 3.9033 -1.75 0.21 0.99
N -1.8414 2.4608 3.2389 3.55 2.51 -0.03
H -3.8393 3.2124 4.2120 -0.64 -0.41 -0.12
H -4.7430 1.6919 3.8903 0.05 0.55 0.43
H -1.8654 3.3478 3.7213 0.21 -0.10 -0.43
H -0.9675 2.2310 2.7877 -0.25 -0.31 0.25
C 3.9848 0.3691 -3.6752 -0.29 -2.23 -0.61
O 3.2578 -0.5975 -3.8034 -0.51 -0.28 -0.76
N 4.2195 0.9253 -2.5265 -0.21 1.33 4.33
N 4.7810 0.8696 -4.5833 1.74 1.44 -3.20
H 4.8944 1.6675 -2.4087 -0.28 -0.41 0.24
H 3.9138 0.3701 -1.7401 -0.07 0.54 0.24
H 5.3699 1.6308 -4.2768 0.01 -0.28 -0.79
H 4.7955 0.5611 -5.5449 -0.15 0.14 0.35
C -3.1468 0.4308 -1.6914 -0.52 -0.99 0.51
C -4.2758 -0.2553 -0.9444 0.47 0.21 -0.02
C -5.5196 -0.3234 -1.8110 -0.68 0.08 2.65
O -5.3068 -0.9477 -3.0040 -0.36 -0.83 -1.00
C -6.4946 -1.4881 -3.6199 0.98 0.37 0.21
N -3.7867 -1.5796 -0.5130 -0.27 -0.48 -0.77
H -2.9026 -0.2775 -2.4831 0.48 0.46 -0.31
H -2.3379 0.4904 -0.9632 0.25 0.58 -0.62
H -3.5493 1.3621 -2.0897 0.59 0.13 0.02
H -4.4332 0.3088 -0.0252 -0.67 0.13 -0.03
H -5.9899 0.6588 -1.8578 0.04 0.37 -0.50
H -6.1660 -0.8971 -1.1468 -0.84 -0.42 -0.22
H -7.2229 -0.6987 -3.8059 0.12 0.17 -0.45
H -7.0287 -2.2181 -3.0117 0.35 -0.23 0.37
H -6.0850 -1.9687 -4.5083 -0.58 0.14 -0.15
H -4.4847 -2.2260 -0.1737 -0.86 0.45 0.67
H -3.6005 -2.0733 -1.3742 0.96 -0.09 -0.42
C -1.4618 3.5694 0.1851 -0.48 1.83 0.56
C -0.1369 3.9905 -0.4829 -0.04 -1.10 2.77
C 1.0088 3.7294 0.5770 -0.30 -0.27 -0.07
O 0.6767 4.3159 1.8318 -0.43 -0.05 0.19
C 1.6416 4.0384 2.8515 -0.44 0.58 -1.32
N -0.1087 3.1532 -1.6386 1.00 -0.02 -0.78
H -1.4862 2.5815 0.6451 0.47 -0.16 -0.38
H -2.2897 3.6528 -0.5190 0.09 -0.14 -0.21
H -1.7029 4.2585 0.9945 -0.03 0.00 0.10
H -0.0256 5.0619 -0.6496 -0.66 0.05 -0.58
H 1.9665 4.1194 0.2323 0.23 0.37 -0.29
H 1.1879 2.6693 0.7566 -0.31 -0.40 -0.29
H 1.1492 4.0933 3.8224 0.10 -0.15 -0.07
H 2.3943 4.8216 2.7619 0.41 -0.11 0.37
H 2.0738 3.0624 2.6308 0.15 -0.19 0.50
H -0.4867 2.2626 -1.3488 -0.02 -0.30 -0.24
H 0.8462 2.9566 -1.9022 0.23 -0.06 -0.40
O 2.1523 -3.7725 2.4272 -0.11 -0.47 0.08
H 2.5809 -3.0716 1.9360 0.38 0.81 -0.10
H 2.8605 -4.3762 2.6514 0.06 -0.17 0.09
O -0.0745 -1.4193 3.1590 -0.19 -0.38 0.83
H 0.6590 -1.2736 3.7564 0.33 -0.13 0.10
H 0.0306 -0.7505 2.4823 0.16 0.16 0.02
O -0.2955 -3.6490 1.5908 -2.06 0.02 -0.25
H -0.3924 -3.6060 0.6395 -0.15 0.06 -0.72
H 0.6406 -3.7917 1.7305 1.47 0.17 0.68
O 1.0905 -1.8272 -2.8911 -0.61 -0.53 0.22
H 1.6791 -1.2894 -3.4208 0.52 0.25 -0.16
H 0.8268 -1.2555 -2.1701 -0.23 0.16 0.07
O -1.9827 -1.4704 1.4076 1.18 -0.96 2.37
H -2.7822 -1.4668 0.8812 -1.56 -0.16 -1.68
H -1.3923 -0.8709 0.9513 0.76 0.62 -0.68
```
Positions in Å, forces in eV/Å.

Values from the calculation:
- E_LUMO (spin up / spin down) (eV) = 0.2 / -4.3
- calculated total energy (eV) = -62196.218
- Kohn-Sham gap (spin up / spin down) (eV) = 8.90 / 4.42
- spin multiplicity = 2
- <S²> = 0.76
- molecular weight (g mol⁻¹) = 595.379
- HOMO (spin up / spin down) (eV) = -8.67 / -8.67

=====

Computed, not measured: C5H11BO as an isolated structure in a non-equilibrium geometry, with wB97M-V/def2-TZVPD.

XYZ file:
```
18
Properties=species:S:1:pos:R:3:forces:R:3
B 1.5481 -0.4510 0.7718 -3.16 -1.75 -2.38
C -1.0482 1.0277 0.0670 4.27 -0.36 1.13
C -1.2088 -0.2708 0.1475 -1.86 -0.77 -0.91
C 2.2622 -0.8038 -0.5337 -2.38 -0.44 -1.12
C 0.2562 1.7393 0.2755 -1.15 -0.03 1.32
C -2.5452 -0.9156 -0.2229 0.83 2.21 -0.10
O -0.3829 -1.1391 0.5593 5.48 -0.55 1.58
H 2.0858 -0.6586 1.7477 -0.12 0.34 1.74
H -1.6986 1.6335 -0.3410 -3.78 2.65 -2.00
H 1.8702 -0.4775 -1.5327 0.24 -0.14 1.07
H 2.0567 -1.8971 -0.4771 0.28 0.24 -0.16
H 3.2900 -0.6568 -0.4585 1.88 0.24 0.00
H 1.0604 0.9706 0.5623 -0.21 1.23 0.17
H 0.5860 2.2931 -0.5797 0.64 -0.20 -0.82
H 0.1129 2.5304 1.0418 0.73 -0.78 0.21
H -2.3354 -1.9386 -0.5136 -0.58 -0.44 1.05
H -2.7922 -0.4514 -1.1972 -0.72 0.13 0.78
H -3.1171 -0.5342 0.6834 -0.38 -1.56 -1.55
```
Positions in Å, forces in eV/Å.

Values from the calculation:
- E_LUMO (eV) = 0.2
- calculated total energy (eV) = -8083.392
- energy relative to the best compared isomer or geometry (same formula, charge and spin) (eV) = 3.786
- Kohn-Sham gap (eV) = 7.80
- spin multiplicity = 1
- molecular weight (g mol⁻¹) = 97.954
- HOMO (eV) = -7.57

=====

Computed, not measured: an isolated ion of composition C2H2FO3S and charge -1 in a non-equilibrium geometry, with wB97M-V/def2-TZVPD.

XYZ file:
```
9
Properties=species:S:1:pos:R:3:forces:R:3
C -0.9927 -0.3458 0.3167 1.04 -1.41 0.86
C -1.2556 0.7682 -0.3270 1.07 -0.84 0.43
O 1.9936 0.0064 -1.3432 0.17 -1.03 -0.62
O 0.1829 -0.8015 0.5085 0.63 -1.57 0.35
O 2.6804 -0.8622 0.9510 -0.88 0.66 -1.89
F -1.9001 -1.2220 0.9290 -0.02 1.25 -0.81
S 1.8669 0.0437 0.0940 0.79 0.84 2.76
H -2.1694 1.1340 -0.4624 -3.61 1.42 -0.52
H -0.4061 1.2792 -0.6667 0.82 0.68 -0.57
```
Positions in Å, forces in eV/Å.

Values from the calculation:
- total charge = -1
- E_LUMO (eV) = 4.0
- calculated total energy (eV) = -21802.263
- energy relative to the best compared isomer or geometry (same formula, charge and spin) (eV) = 0.611
- Kohn-Sham gap (eV) = 8.48
- spin multiplicity = 1
- molecular weight (g mol⁻¹) = 125.100
- HOMO (eV) = -4.47

=====

Computed, not measured: one molecule with the formula C21H18O8 in a non-equilibrium geometry, with wB97M-V/def2-TZVPD.

XYZ file:
```
47
Properties=species:S:1:pos:R:3:forces:R:3
C -2.4688 -4.2202 -2.0079 -0.04 -0.03 -0.06
O -2.2024 -3.4846 -0.8435 0.12 0.16 0.23
C -3.3444 -3.2905 -0.0443 0.00 0.20 0.20
C -2.9674 -2.4409 1.1664 -0.40 -0.68 -0.14
H -2.0446 -2.8170 1.6096 -0.11 0.03 0.00
H -3.7885 -2.4660 1.8909 0.18 -0.03 -0.07
O -2.6932 -1.0961 0.8106 0.28 0.37 -0.16
C -3.7492 -0.2986 0.6003 -0.37 0.17 0.02
O -4.8997 -0.6616 0.7103 0.04 -0.07 0.01
C -3.3465 1.0568 0.2365 -0.29 0.52 -0.13
C -4.2135 2.0944 -0.0118 0.14 -1.03 0.26
O -3.5535 3.2277 -0.3210 -0.31 0.32 -0.07
C -2.2245 2.9454 -0.2784 0.94 -0.78 0.18
C -1.1717 3.8088 -0.5320 -0.44 -0.02 0.01
C 0.1022 3.2923 -0.4228 0.22 -0.31 0.09
C 0.3111 1.9518 -0.0761 -0.45 0.19 0.08
C -0.7353 1.0829 0.1675 0.16 0.05 -0.08
C -2.0240 1.5960 0.0677 0.03 0.64 -0.20
H -0.5713 0.0516 0.4277 0.04 -0.02 0.02
O 1.6359 1.5367 -0.0485 -0.01 0.13 -0.36
C 2.0883 0.7536 0.9512 -0.03 -0.21 0.62
O 1.4254 0.4060 1.8951 0.09 0.09 -0.23
C 3.5138 0.3981 0.7583 0.20 -0.13 0.07
C 4.1302 -0.3606 1.7486 -0.30 0.16 -0.12
C 5.4629 -0.7400 1.6543 0.35 0.02 -0.23
C 6.1481 -0.3310 0.5334 -0.45 0.33 -0.33
C 5.5320 0.4312 -0.4662 0.10 -0.32 0.52
C 4.2184 0.8107 -0.3826 0.28 -0.06 -0.06
H 3.7474 1.3951 -1.1534 -0.05 0.07 -0.09
O 6.4405 0.6934 -1.4561 -0.42 0.14 0.00
C 7.6438 0.0762 -1.0542 1.06 0.04 -0.68
O 7.4474 -0.5604 0.1920 -0.25 -0.16 0.42
H 8.4360 0.8356 -0.9582 -0.24 -0.14 0.04
H 7.9460 -0.6711 -1.8051 -0.15 0.13 0.20
H 5.9442 -1.3265 2.4182 0.05 -0.08 0.11
H 3.5415 -0.6516 2.6045 -0.05 -0.02 0.06
H 0.9642 3.9141 -0.6050 0.09 0.07 -0.02
H -1.3448 4.8384 -0.7988 0.01 0.13 -0.04
C -5.6929 2.1297 0.0149 0.05 0.15 -0.04
H -6.0422 3.1360 -0.1990 -0.05 0.04 -0.01
H -6.0542 1.8067 0.9894 -0.04 0.00 0.01
H -6.0956 1.4332 -0.7184 -0.04 -0.01 -0.02
H -4.1371 -2.7861 -0.6164 0.06 -0.10 0.09
H -3.7356 -4.2590 0.3062 0.01 0.10 0.00
H -1.5251 -4.3098 -2.5417 -0.06 -0.05 -0.07
H -3.2026 -3.7098 -2.6445 0.03 -0.02 0.00
H -2.8503 -5.2209 -1.7674 0.02 0.01 -0.04
```
Positions in Å, forces in eV/Å.

Values from the calculation:
- E_LUMO (eV) = 0.6
- calculated total energy (eV) = -38448.633
- energy relative to the best compared isomer or geometry (same formula, charge and spin) (eV) = 0.231
- Kohn-Sham gap (eV) = 9.04
- spin multiplicity = 1
- molecular weight (g mol⁻¹) = 398.367
- HOMO (eV) = -8.40